# C26H40BN9O7PSY

A structure of composition C26H40BN9O7PSY (wB97M-V/def2-TZVPD, OMol25).

Values from the calculation:
total energy = -77205.8827 eV
max |F| = 0.17 eV/A
LUMO = 0.5 eV
net charge = 0
relative energy (zero: lowest compared OMol25 entry of this formula, charge and spin) = 28.77 kcal/mol
spin multiplicity = 1

Last column: Löwdin charge in e.
Positions of all 86 atoms, in Å:
1 Y -0.730 -0.407 1.206  1.568
2 O -4.258 -0.888 4.387  0.024
3 C -3.357 -0.425 3.474  -0.420
4 O -2.526 -1.390 2.870  -0.338
5 C -3.147 0.863 3.190  -0.225
6 C -3.972 1.910 3.789  -0.008
7 C -3.590 3.193 3.714  -0.081
8 C -2.362 3.525 3.038  -0.045
9 C -1.712 2.523 2.384  -0.249
10 N -2.095 1.225 2.329  0.012
11 C -0.425 2.778 1.682  -0.423
12 O -0.040 4.038 1.462  0.133
13 O 0.292 1.874 1.305  -0.001
14 H -4.944 -1.392 3.920  0.088
15 H -4.872 1.612 4.306  0.111
16 H -4.186 3.975 4.167  0.101
17 H -1.967 4.529 3.111  0.096
18 H -0.742 4.635 1.753  0.099
19 B 2.591 -0.629 2.117  -0.425
20 N 1.787 -0.349 3.412  -0.078
21 C 2.207 -0.145 4.665  -0.083
22 C 1.100 0.006 5.483  -0.055
23 C 0.015 -0.130 4.617  -0.128
24 N 0.438 -0.344 3.373  -0.041
25 N 2.223 -2.063 1.639  -0.081
26 C 2.909 -3.208 1.689  -0.082
27 C 2.121 -4.218 1.161  -0.063
28 C 0.940 -3.567 0.802  -0.176
29 N 1.006 -2.268 1.103  -0.012
30 H 3.771 -0.553 2.339  0.077
31 H 2.206 0.124 1.246  0.053
32 H 3.260 -0.117 4.889  0.118
33 H 1.083 0.189 6.543  0.090
34 H -1.043 -0.071 4.827  0.106
35 H 3.908 -3.229 2.092  0.123
36 H 2.370 -5.257 1.040  0.094
37 H 0.066 -3.969 0.314  0.093
38 O -0.560 0.511 -0.851  -0.363
39 P 0.392 0.534 -2.020  0.570
40 N 1.429 1.815 -2.095  -0.157
41 C 0.780 3.115 -2.419  -0.180
42 C 1.605 4.165 -1.675  -0.160
43 C 2.957 3.487 -1.479  -0.161
44 C 2.566 2.048 -1.177  -0.187
45 N -0.540 0.657 -3.360  -0.200
46 C -2.005 0.757 -3.345  -0.179
47 C -2.341 1.024 -4.811  -0.167
48 C -1.248 0.263 -5.562  -0.167
49 C -0.004 0.533 -4.716  -0.190
50 N 1.289 -0.827 -2.142  -0.169
51 C 2.738 -1.029 -2.020  -0.178
52 C 2.905 -2.546 -2.133  -0.152
53 C 1.689 -2.996 -2.940  -0.155
54 C 0.581 -2.092 -2.416  -0.181
55 H -0.265 3.134 -2.101  0.109
56 H 0.805 3.270 -3.500  0.105
57 H 1.155 4.369 -0.704  0.092
58 H 1.668 5.100 -2.230  0.111
59 H 3.547 3.928 -0.677  0.115
60 H 3.542 3.527 -2.401  0.114
61 H 2.265 1.939 -0.133  0.091
62 H 3.380 1.360 -1.384  0.094
63 H -2.339 1.555 -2.682  0.111
64 H -2.458 -0.174 -2.994  0.118
65 H -2.262 2.092 -5.024  0.113
66 H -3.348 0.699 -5.069  0.111
67 H -1.128 0.587 -6.594  0.109
68 H -1.471 -0.806 -5.563  0.111
69 H 0.493 1.459 -5.030  0.108
70 H 0.729 -0.275 -4.775  0.107
71 H 3.116 -0.674 -1.061  0.094
72 H 3.266 -0.503 -2.822  0.117
73 H 2.870 -2.991 -1.138  0.085
74 H 3.853 -2.818 -2.594  0.113
75 H 1.457 -4.052 -2.804  0.112
76 H 1.851 -2.815 -4.006  0.109
77 H 0.118 -2.485 -1.509  0.080
78 H -0.213 -1.929 -3.149  0.112
79 C -2.464 -3.086 0.361  -0.397
80 O -1.781 -1.936 0.146  -0.376
81 H -2.136 -3.900 -0.305  0.109
82 H -3.546 -2.977 0.237  0.109
83 H -1.342 -3.885 2.000  0.070
84 O -4.508 -2.881 2.525  -0.414
85 S -3.122 -2.998 2.970  0.977
86 N -2.288 -3.633 1.736  -0.214